1.
Here is C8H6NO4 as an isolated structure in a non-equilibrium geometry from the Open Molecules 2025 dataset. Energies are from ωB97M-V with the def2-TZVPD basis set.

XYZ file:
```
19
C8H6NO4 (ωB97M-V with the def2-TZVPD basis set)
C 1.599 -0.514 0.542
C 0.593 -1.143 1.165
C 1.359 0.521 -0.417
C -0.827 -0.758 0.902
C 0.069 0.854 -0.692
C -2.588 -1.409 -0.492
C -3.797 0.696 0.581
C -2.735 0.064 -0.506
N -0.927 0.366 0.041
O -3.308 -2.192 -1.068
O -3.533 0.502 1.751
O -1.554 -1.854 0.253
O -4.706 1.257 -0.010
H 2.624 -0.789 0.757
H 0.748 -1.964 1.846
H 2.181 1.031 -0.890
H -1.397 -0.558 1.826
H -0.202 1.612 -1.415
H -2.831 0.532 -1.476
```

- Total charge: -1
- E: -664.18609 a.u.
- E_HOMO: -0.161 Eh
- Energy above the lowest of the compared OMol25 structures with the same formula, charge and spin: 0.0 kJ/mol
- HOMO-LUMO gap: 0.2893 Eh

These are the Löwdin partial charges, in e, on atoms 1 to 4: -0.127, -0.038, -0.135, -0.313

2.
Here is C4H7NS2 in the gas phase in a non-equilibrium geometry from the Open Molecules 2025 dataset. Energies are from ωB97M-V with the def2-TZVPD basis set.

XYZ file:
```
14
C4H7NS2 (ωB97M-V with the def2-TZVPD basis set)
C -0.244 1.913 -1.563
S 1.321 1.791 -0.504
C 1.071 0.235 0.357
S 2.069 -0.094 1.650
C 0.017 -0.704 0.051
C -0.781 -1.268 1.330
N 0.225 -2.148 0.465
H -1.204 2.093 -0.952
H -0.146 2.734 -2.455
H -0.183 0.807 -1.950
H -0.752 -0.440 -0.872
H -1.804 -1.717 0.901
H -0.647 -1.154 2.515
H 1.055 -2.047 1.026
```

- Total charge: 0
- E: -1007.60340 a.u.
- E_HOMO: -0.323 Eh
- Energy above the lowest of the compared OMol25 structures with the same formula, charge and spin: 343.5 kJ/mol
- HOMO-LUMO gap: 0.3039 Eh

These are the Löwdin partial charges, in e, on atoms 1 to 4: -0.394, 0.795, -1.057, 0.650

3.
Here is an isolated ion of composition C4H11N2O and charge -1 from the Open Molecules 2025 dataset. Energies are from ωB97M-V with the def2-TZVPD basis set.

XYZ file:
```
18
C4H11N2O (ωB97M-V with the def2-TZVPD basis set)
C -2.340 -0.313 -0.010
C -0.863 -0.233 0.363
N -0.654 0.877 1.290
C 0.054 -0.053 -0.849
N 1.367 -0.724 -0.751
C 2.411 0.133 -0.052
O 2.174 0.360 1.232
H -2.642 0.543 -0.603
H -2.522 -1.205 -0.616
H -2.905 -0.312 0.919
H -0.559 -1.202 0.778
H -1.119 0.670 2.171
H 0.377 0.906 1.487
H -0.453 -0.425 -1.745
H 0.164 1.031 -1.011
H 1.678 -0.698 -1.721
H 2.472 1.079 -0.670
H 3.360 -0.436 -0.213
```

- Total charge: -1
- E: -343.74832 a.u.
- E_HOMO: -0.100 Eh
- Energy above the lowest of the compared OMol25 structures with the same formula, charge and spin: 60.0 kJ/mol
- HOMO-LUMO gap: 0.2512 Eh

These are the Löwdin partial charges, in e, on atoms 1 to 4: -0.101, -0.490, 0.006, -0.252

4.
Here is C5H7NO in the gas phase from the Open Molecules 2025 dataset. Energies are from ωB97M-V with the def2-TZVPD basis set.

XYZ file:
```
14
C5H7NO (ωB97M-V with the def2-TZVPD basis set)
C 1.117 -1.069 1.323
C -0.613 1.112 0.639
C -1.531 1.808 -0.088
O -1.693 1.392 -1.413
C -0.837 0.371 -1.567
C -0.207 0.205 -0.372
N 0.871 -0.816 -0.138
H 0.448 -0.370 1.846
H 2.155 -0.833 1.552
H 0.906 -2.114 1.548
H -2.180 2.641 0.147
H -0.813 -0.104 -2.540
H 1.731 -0.484 -0.572
H 0.631 -1.687 -0.612
```

- Total charge: 0
- E: -324.56420 a.u.
- E_HOMO: -0.268 Eh
- Energy above the lowest of the compared OMol25 structures with the same formula, charge and spin: 420.8 kJ/mol
- HOMO-LUMO gap: 0.2721 Eh

These are the Löwdin partial charges, in e, on atoms 1 to 4: -0.030, -0.069, -0.194, -0.047

5.
Here is an isolated ion of composition C18H15BrF13INO2 and charge +1 in a non-equilibrium geometry from the Open Molecules 2025 dataset. Energies are from ωB97M-V with the def2-TZVPD basis set.

XYZ file:
```
51
C18H15BrF13INO2 (ωB97M-V with the def2-TZVPD basis set)
C 3.006 0.097 0.809
C 2.948 1.017 -0.423
C 3.172 2.497 -0.109
O 1.991 3.343 -0.277
C 0.839 2.879 0.176
C 0.497 2.656 1.519
I 1.792 3.113 3.092
C -0.774 2.176 1.843
C -1.715 1.930 0.839
C -3.077 1.374 1.134
C -3.033 -0.099 1.582
C -3.382 -1.098 0.483
F -3.526 -0.510 -0.725
F -4.560 -1.701 0.778
C -2.346 -2.249 0.344
F -2.899 -3.251 -0.358
F -2.048 -2.702 1.570
C -1.055 -1.808 -0.401
F -1.222 -1.919 -1.717
F -0.848 -0.483 -0.112
C 0.262 -2.510 0.026
F 1.230 -1.959 -0.745
F 0.515 -2.202 1.305
C 0.318 -4.043 -0.176
F -0.337 -4.372 -1.292
F -0.275 -4.635 0.866
C 1.782 -4.583 -0.283
F 1.765 -5.884 -0.039
F 2.260 -4.375 -1.495
F 2.560 -3.986 0.607
C -1.350 2.226 -0.465
N -0.117 2.694 -0.777
C 0.167 3.060 -2.179
C 0.456 1.881 -3.089
O 1.516 1.643 -3.502
Br -1.067 0.829 -3.623
H 2.019 -0.178 1.171
H 3.586 0.548 1.607
H 3.505 -0.828 0.538
H 2.030 0.845 -0.976
H 3.748 0.714 -1.092
H 3.898 2.924 -0.787
H 3.576 2.598 0.891
H -1.026 2.005 2.879
H -3.490 1.948 1.961
H -3.734 1.543 0.290
H -3.728 -0.243 2.399
H -2.041 -0.328 1.959
H -2.055 2.078 -1.265
H 0.986 3.761 -2.210
H -0.718 3.567 -2.552
```

- Total charge: +1
- E: -5069.88647 a.u.
- E_HOMO: -0.476 Eh
- HOMO-LUMO gap: 0.3161 Eh

These are the Löwdin partial charges, in e, on atoms 1 to 4: -0.084, -0.192, -0.137, -0.030

6.
Here is C28H26N2ORuSSi as an isolated structure from the Open Molecules 2025 dataset. Energies are from ωB97M-V with the def2-TZVPD basis set.

XYZ file:
```
60
C28H26N2ORuSSi (ωB97M-V with the def2-TZVPD basis set)
Ru -0.264 -0.100 0.171
S 3.994 0.174 1.602
C 4.126 -0.212 -0.088
C 5.272 -0.307 -0.873
C 5.113 -0.620 -2.208
C 3.842 -0.842 -2.755
C 2.708 -0.757 -1.977
C 2.857 -0.436 -0.628
N 1.840 -0.296 0.306
C 2.295 0.031 1.493
C 1.310 0.285 2.539
C 1.616 0.525 3.872
C 0.595 0.770 4.778
C -0.725 0.768 4.352
C -1.042 0.519 3.017
C -0.027 0.275 2.108
H 6.255 -0.143 -0.454
H 5.985 -0.701 -2.842
H 3.755 -1.092 -3.804
H 1.728 -0.943 -2.401
H 2.647 0.515 4.207
H 0.828 0.957 5.817
H -1.520 0.957 5.061
H -2.080 0.530 2.707
C -1.305 -2.269 0.751
Si -2.560 -1.483 -0.407
C -4.336 -1.947 -0.338
C -1.771 -1.535 -2.109
N -2.101 0.237 -0.006
C -2.529 1.502 -0.166
C -3.882 1.893 -0.312
C -4.178 3.222 -0.435
C -3.145 4.178 -0.443
C -1.806 3.836 -0.328
C -1.513 2.496 -0.189
O -0.250 1.973 -0.144
C 0.890 2.821 0.086
C 1.806 2.921 -0.936
C 2.943 3.685 -0.698
C 3.117 4.312 0.528
C 2.164 4.185 1.531
C 1.024 3.420 1.321
H -1.183 -3.321 0.480
H -1.533 -2.185 1.811
H -0.217 -1.938 0.647
H -4.435 -3.033 -0.413
H -4.889 -1.507 -1.169
H -4.805 -1.646 0.601
H -1.660 -2.564 -2.459
H -0.740 -1.136 -2.071
H -2.309 -0.968 -2.868
H -4.655 1.136 -0.300
H -5.203 3.550 -0.531
H -3.405 5.223 -0.556
H -1.026 4.583 -0.356
H 1.644 2.423 -1.883
H 3.685 3.793 -1.478
H 4.002 4.910 0.703
H 2.306 4.679 2.482
H 0.275 3.293 2.092
```

- Total charge: +2
- E: -2049.38015 a.u.
- E_HOMO (spin up / spin down): -0.513 / -0.513 Eh
- Energy above the lowest of the compared OMol25 structures with the same formula, charge and spin: 20.4 kJ/mol
- HOMO-LUMO gap (spin up / spin down): 0.1924 / 0.1925 Eh

These are the Löwdin partial charges, in e, on atoms 1 to 4: 1.211, 1.196, -0.436, -0.055

7.
Here is a 2-piece molecular cluster, C6H9NS overall in a non-equilibrium geometry from the Open Molecules 2025 dataset. Energies are from ωB97M-V with the def2-TZVPD basis set.

XYZ file:
```
17
C6H9NS (ωB97M-V with the def2-TZVPD basis set)
C 1.043 0.096 -0.477
C 0.248 1.121 -0.367
C 3.244 -0.692 -0.114
C -0.440 -0.285 -0.626
C -0.100 2.556 -0.164
C -1.268 -0.792 0.532
N 3.400 -1.892 -0.663
S 4.091 0.498 0.451
H -0.833 -0.627 -1.565
H -0.933 2.589 0.471
H -0.236 3.114 -1.036
H 0.699 2.941 0.319
H -1.439 -1.976 0.633
H -2.269 -0.327 0.485
H -0.648 -0.643 1.431
H 2.578 -2.405 -0.732
H 4.312 -2.250 -0.796
```

- Total charge: 0
- E: -686.74278 a.u.
- E_HOMO (spin up / spin down): -0.272 / -0.272 Eh
- Energy above the lowest of the compared OMol25 structures with the same formula, charge and spin: 577.7 kJ/mol
- HOMO-LUMO gap (spin up / spin down): 0.2679 / 0.2680 Eh

These are the Löwdin partial charges, in e, on atoms 1 to 4: 0.021, -0.201, -0.799, -0.295

total charge of number 2 (C4H7NS2)? 0